one | Here is a single C4H6O2 molecule from the Open Molecules 2025 dataset. Energies are from ωB97M-V/def2-TZVPD.

The geometry in XYZ format:
```
12
Properties=species:S:1:pos:R:3:mulliken_charge:R:1
O -1.47128 -0.63557 -2.40760 -0.216
H 0.02156 0.85651 -1.77623 0.278
O 0.43514 -1.26352 -2.00768 -0.192
C -0.70348 -1.76835 -2.57963 -0.283
H 0.36077 -1.28136 1.44189 0.243
C -0.47704 -0.19820 -1.58116 0.346
H -1.25115 -1.50702 -0.16104 0.253
C -0.88832 -0.45452 -0.10124 -0.376
H -1.61794 0.25072 0.27274 0.309
H 1.30349 -0.00952 0.56271 0.295
H -0.11316 0.47706 1.69405 0.271
C 0.25140 -0.32208 0.91934 -0.930
```

Summary:
HOMO-LUMO gap = 10.8 eV

***

two | Here is a molecular structure, C4H6O2 from the Open Molecules 2025 dataset. Energies are from ωB97M-V/def2-TZVPD.

The geometry in XYZ format:
```
12
Properties=species:S:1:pos:R:3:mulliken_charge:R:1
C -0.51105 0.17107 0.70133 -0.445
H 0.36064 -1.64920 -1.83512 0.386
O 1.79559 -0.87554 0.81115 -0.583
O -2.17877 -0.01320 -1.18829 -0.494
H 2.25634 1.53542 1.22199 -0.190
H -0.34077 1.24839 0.79110 0.243
H -2.24788 -0.43974 -2.05479 0.336
C 0.07758 -1.04537 -0.98103 -0.790
H 2.23401 2.27968 1.24231 0.185
H -1.05612 -0.19926 1.57507 0.221
C 0.73246 -0.66809 0.28152 0.500
C -1.00797 -0.31021 -0.63864 0.630
```

Summary:
HOMO-LUMO gap = 9.9 eV

***

three | Here is a molecular structure, C4H6O2 from the Open Molecules 2025 dataset. Energies are from ωB97M-V/def2-TZVPD.

The geometry in XYZ format:
```
12
Properties=species:S:1:pos:R:3:mulliken_charge:R:1
C -0.20351 1.40910 -1.09237 -0.808
O 0.04689 -0.82412 -1.69587 -0.637
H 0.21711 -1.93477 2.07998 0.340
H -0.53143 0.50045 1.29793 0.292
H -0.89513 2.04994 -0.50408 0.250
H 1.01407 0.87214 -0.60256 0.192
C 0.61731 -1.27274 1.28567 0.064
C -0.40066 -0.37090 0.63364 -0.536
H -0.17500 1.69107 -2.15165 0.303
O 1.79483 -1.25463 1.02036 -0.457
C -0.11992 0.00507 -0.81485 0.679
H -1.36456 -0.87062 0.54379 0.318
```

Summary:
HOMO-LUMO gap = 10.0 eV

***

four | Here is a single C4H6O2 molecule from the Open Molecules 2025 dataset. Energies are from ωB97M-V/def2-TZVPD.

The geometry in XYZ format:
```
12
Properties=species:S:1:pos:R:3:mulliken_charge:R:1
C -0.82952 -0.67158 1.05349 -0.279
H -1.85583 -0.23339 -1.50838 0.257
C -0.10329 0.23855 0.12904 1.289
O -0.29292 -1.63993 1.53609 -0.494
H -0.21051 -0.02106 -2.16290 0.230
H 1.87916 -0.43500 -0.24744 0.283
H 1.70960 0.19374 1.38178 0.321
H -1.91423 -0.45854 1.13837 0.366
H 1.80592 1.32533 0.01725 0.372
C 1.40926 0.35290 0.33563 -1.249
C -0.81626 0.04877 -1.24888 -0.639
O -0.78137 1.30020 -0.42403 -0.457
```

Summary:
SMILES = C[C@]1(C=O)CO1
HOMO-LUMO gap = 10.7 eV

***

Most favorable first, least favorable last: four, two, three, one

***

one | Here is 8 unconnected molecules or ions with the total composition C6H23O9 from the Open Molecules 2025 dataset. Energies are from ωB97M-V/def2-TZVPD.

The geometry in XYZ format:
```
38
Properties=species:S:1:pos:R:3:mulliken_charge:R:1
C -0.11824 0.55507 2.59977 -0.469
H 0.52723 -0.11275 3.14928 0.213
C -0.02900 -1.30114 0.88592 -0.731
C 1.92336 -0.63819 -0.59816 0.745
O -4.12196 -1.14734 1.77025 -0.673
H -3.99192 -0.26669 -1.39481 0.272
O -1.06616 0.05437 -2.03694 -0.756
H 1.10335 -2.70930 -1.87535 0.369
H 0.94261 2.18243 -2.19475 0.472
O 0.18425 2.42727 -1.61543 -0.812
O 1.44618 -0.99860 -1.72617 -0.959
C 1.48166 -1.39390 0.65330 -0.652
O 1.83422 2.65556 0.58368 -0.794
H 1.75011 -2.42868 0.51295 0.485
H -3.86470 -1.03705 0.82333 0.444
H 2.23602 1.81452 0.24660 0.458
H -0.29634 1.96444 4.16351 0.279
H 0.58497 2.54813 -0.74420 0.355
O 0.83666 -3.65532 -1.85034 -0.698
H 2.02550 0.60818 -3.15413 0.357
H -3.36554 -0.82151 2.28000 0.319
C -0.53926 1.68331 3.15493 -0.909
H -0.03390 0.79112 0.47815 -0.774
O 2.75099 0.29806 -0.47327 -0.910
H -1.15880 2.39178 2.60952 0.294
H -1.53751 0.20744 1.04029 0.304
H -0.14929 -3.63322 -1.85461 0.302
O 2.37126 1.49767 -3.01273 -0.812
H 2.86417 1.35963 -2.18665 0.405
H -2.44761 -0.50576 -1.25752 0.433
C -0.46922 0.12344 1.20265 1.108
H 1.39745 2.43675 1.42941 0.320
H -0.72402 0.95607 -1.89811 0.422
H -0.30397 -1.96249 1.70369 0.490
O -3.33321 -0.75963 -0.88022 -0.712
H -0.51969 -1.67813 -0.01511 0.148
H 2.06187 -1.01874 1.49778 0.313
H -0.25150 -0.48677 -2.01648 0.352
```

Summary:
total charge = -1
HOMO-LUMO gap = 9.8 eV

***

two | Here is 8 unconnected molecules or ions with the total composition C6H23O9 from the Open Molecules 2025 dataset. Energies are from ωB97M-V/def2-TZVPD.

The geometry in XYZ format:
```
38
Properties=species:S:1:pos:R:3:mulliken_charge:R:1
H 2.39636 0.70013 -1.26128 0.269
C 2.20838 1.75494 -1.03371 -1.098
H 1.71262 2.10742 -1.93094 0.482
H -0.36612 -2.20901 2.60903 0.288
H -2.99747 -1.85469 -0.69799 0.297
H 1.16441 0.39195 3.04219 0.380
H 3.09952 -0.99779 0.65013 0.343
H 1.03469 -1.57121 -1.49225 0.353
O -3.78872 -2.02749 -0.17939 -0.682
H 1.22931 -0.25128 0.63340 0.103
C -1.69285 0.53497 1.08096 0.233
O -0.59365 -2.65936 1.79813 -0.652
H -3.46175 -1.63005 0.63717 0.345
O 1.33631 -2.24478 -0.87378 -0.668
H 0.54992 1.93011 2.78367 0.457
H -1.94680 -0.32030 -1.53355 0.435
H 3.17524 2.20389 -0.86243 0.351
O -2.28843 -0.21931 -2.43697 -0.734
O 3.65681 -1.27616 1.38739 -0.664
C 1.15084 0.74735 0.99180 0.680
O -2.04022 1.67006 0.76780 -0.664
H -3.24767 -0.31344 -2.42996 0.273
C 1.37690 1.84443 0.25208 -0.458
H 1.08573 2.84477 0.52650 0.400
O 0.57211 -0.30905 -3.44335 -0.677
H -0.37770 -0.46548 -3.36402 0.331
H -1.12640 -0.51202 3.05326 0.207
O -0.85789 2.41174 -2.14249 -0.690
H -0.02075 2.25457 -1.67311 0.187
C 0.53531 0.91862 2.36557 -1.542
H 0.61067 -2.61676 -0.36793 0.280
O -1.78250 -0.55168 0.39801 -0.382
H -0.78012 -2.02486 1.07967 0.282
H 0.67254 0.64462 -3.52825 0.335
H -1.26544 1.21809 3.11597 0.308
C -0.93411 0.45797 2.42814 -0.333
H 3.31505 -2.16140 1.57615 0.330
H -1.31411 1.58046 -1.92561 0.298
```

Summary:
total charge = -1
HOMO-LUMO gap = 8.9 eV

***

Most favorable first, least favorable last: one, two

***

one | Here is a gas-phase ion, C5H13N2 (charge +2) from the Open Molecules 2025 dataset. Energies are from ωB97M-V/def2-TZVPD.

The geometry in XYZ format:
```
20
Properties=species:S:1:pos:R:3:mulliken_charge:R:1
H 0.40727 -1.89031 0.99053 0.365
H -1.72957 -0.38615 -3.31893 0.422
H 0.94517 -0.50240 2.78121 0.372
H -0.13793 0.13449 -3.14099 0.364
H -0.57380 -1.46794 -3.40635 0.395
H 0.29342 2.21926 1.95411 0.307
H 1.74859 0.37901 1.52955 0.404
H -1.77563 -1.23089 -1.02020 0.445
H 1.93343 0.58456 -0.35690 0.277
N 1.16693 0.40183 -1.00049 -0.275
C -0.90081 -0.72427 -1.42448 -0.660
C 0.76437 0.06248 1.87740 -0.608
H 0.92066 1.18989 -1.59732 0.286
C -0.15878 1.27573 2.23810 -1.077
N -0.80743 -0.59741 -2.89565 -0.226
C 0.09423 -0.30121 -0.58006 1.011
H -1.22184 1.19014 2.02773 0.354
H -0.98782 -0.79156 1.18955 0.402
H -0.04165 1.30825 3.33926 0.341
C 0.06118 -0.85350 0.81392 -0.900
```

Summary:
total charge = +2
expectation value of S² = 0.77
multiplicity = 2
HOMO-LUMO gap (alpha / beta) = 10.1 / 6.1 eV

***

two | Here is a gas-phase ion, C5H13N2 (charge +2) from the Open Molecules 2025 dataset. Energies are from ωB97M-V/def2-TZVPD.

The geometry in XYZ format:
```
20
Properties=species:S:1:pos:R:3:mulliken_charge:R:1
H -0.46031 2.29772 -2.88856 0.329
C 0.26369 -1.43368 1.03230 -0.888
C -0.52489 0.57642 2.40360 -1.158
H 1.27396 0.51716 1.33606 0.218
H -0.99865 -1.91685 -0.78211 0.373
H -1.24700 0.85937 1.62412 0.257
H 0.21570 2.25807 -1.31285 0.311
H -0.08117 0.00334 -3.19964 0.411
N 0.00545 1.73746 -2.16652 -0.107
H 1.20733 -0.60339 -0.85854 0.362
N 0.24214 -0.28140 -1.06611 0.053
H 1.21398 -0.66352 2.72266 0.324
C 0.66519 -0.21999 1.89103 -0.095
H -1.51718 -0.44995 0.05826 0.412
H -0.21826 1.52886 2.83317 0.359
H -1.10646 0.07514 3.18520 0.346
H 1.12673 -1.99572 0.63890 0.430
H -0.27662 -2.12813 1.68212 0.393
C 0.06122 0.45824 -2.20941 0.030
C -0.62430 -1.04742 -0.16755 -0.360
```

Summary:
total charge = +2
expectation value of S² = 0.75
multiplicity = 2
HOMO-LUMO gap (alpha / beta) = 8.3 / 5.7 eV

***

Most favorable first, least favorable last: one, two

***

one | Here is a single H7NSi2 molecule from the Open Molecules 2025 dataset. Energies are from ωB97M-V/def2-TZVPD.

The geometry in XYZ format:
```
10
Properties=species:S:1:pos:R:3:mulliken_charge:R:1
H 0.76632 1.32950 -2.69589 -0.096
H 2.01363 -0.17471 -1.66497 -0.104
H -1.06935 0.71333 2.37524 -0.079
Si 0.58197 0.25396 -1.50554 0.300
H 1.14005 0.84163 0.83274 0.261
H -2.15753 -0.92947 0.84958 -0.066
H -0.47616 -0.57324 -2.15393 -0.097
N 0.32524 0.61322 0.23795 -0.408
H -0.31876 -1.65163 2.22176 -0.069
Si -0.80542 -0.42260 1.50307 0.357
```

Summary:
SMILES = [SiH3]N[SiH3]
HOMO-LUMO gap = 10.1 eV

***

two | Here is a molecular structure, H7NSi2 from the Open Molecules 2025 dataset. Energies are from ωB97M-V/def2-TZVPD.

The geometry in XYZ format:
```
10
Properties=species:S:1:pos:R:3:mulliken_charge:R:1
H -0.98227 1.79847 0.35120 -0.124
Si -0.55729 0.53508 -0.06659 0.196
N -1.67120 -0.67209 0.50359 -0.447
H 2.03143 -1.39586 0.48248 -0.098
H -0.78565 0.88908 -1.83783 -0.074
H 2.55216 0.81431 0.73510 -0.115
H -2.44331 -0.58651 1.04045 0.215
H 2.07076 0.20735 -1.29815 -0.119
Si 1.62895 -0.04910 -0.02186 0.349
H -1.84359 -1.54071 0.11162 0.216
```

Summary:
HOMO-LUMO gap = 10.0 eV

***

Most favorable first, least favorable last: one, two

***

one | Here is a molecular structure, C2H6N4O from the Open Molecules 2025 dataset. Energies are from ωB97M-V/def2-TZVPD.

The geometry in XYZ format:
```
13
Properties=species:S:1:pos:R:3:mulliken_charge:R:1
C -0.87405 0.86474 0.37824 -0.405
H 1.65844 -1.85609 0.60162 0.215
H 0.43831 -2.86179 0.05963 0.225
H -0.41686 1.62351 -2.87362 0.229
H -1.82955 0.51563 0.54205 0.187
H -0.81959 1.88374 0.63493 0.383
N 0.06827 0.03045 1.08322 -0.202
N 0.65512 -2.03244 0.48747 -0.390
N -0.73002 1.75421 -1.91679 -0.710
N -0.23179 -1.06498 0.41483 0.102
O -0.11453 -0.37335 -1.26911 -0.424
C -0.62598 0.72950 -1.17253 0.472
H 1.07073 0.24145 1.23547 0.318
```

Summary:
HOMO-LUMO gap = 9.5 eV

***

two | Here is a molecular structure, C2H6N4O from the Open Molecules 2025 dataset. Energies are from ωB97M-V/def2-TZVPD.

The geometry in XYZ format:
```
13
Properties=species:S:1:pos:R:3:mulliken_charge:R:1
N -0.78387 -0.10327 -0.26143 0.519
O -0.04614 2.20371 -0.45687 -0.602
H -1.26104 -1.71229 1.10072 0.276
H -2.68662 0.00948 0.66500 0.316
C -0.79616 1.16874 -0.15047 0.491
N -1.65848 -1.00574 0.07002 -1.030
C 0.34180 -0.90677 -0.72132 -0.036
H -1.77963 1.36139 0.64711 -0.137
N 2.17715 0.16516 0.46178 -0.483
H -0.13826 -1.70275 -1.38284 0.385
N 1.60993 -0.75596 -0.41573 -0.227
H 1.76966 0.96128 0.36799 0.227
H 3.25168 0.31700 0.07604 0.299
```

Summary:
HOMO-LUMO gap = 8.9 eV

***

Most favorable first, least favorable last: one, two